130
Properties=species:S:1:pos:R:3:forces:R:3:lowdin_charge:R:1 method="wB97M-V/def2-TZVPD" e_above_lowest_kj_mol=797.9 e_homo_ha=-0.5526 total_energy_ha=-7342.46998 lumo_energy_ha=-0.4729 gap_ev=2.168 charge=+3
Hf -0.75592 0.87664 3.61112 1.81 -2.89 -7.66 2.379
N -0.28010 0.24256 1.52856 0.85 -3.96 0.76 -0.346
S -0.11236 0.69474 0.00886 -2.45 11.56 -4.29 0.481
O -1.21927 0.35838 -0.85800 2.05 -1.55 0.92 -0.165
O 1.20991 1.11238 -0.43391 -2.17 -1.85 0.91 -0.197
F -0.73146 2.12520 0.47605 0.64 0.41 0.01 -0.225
S 0.26887 -1.30829 0.83872 0.40 -8.33 3.03 0.597
O 1.64791 -1.34875 0.43567 -1.85 0.83 -0.25 -0.168
O -0.74131 -2.16957 0.20374 1.85 2.93 1.07 -0.202
F 0.37378 -1.98143 2.26501 -0.56 0.38 0.08 -0.213
O 3.37050 2.77744 -3.65932 0.12 -2.50 -1.01 -0.322
S 3.43963 1.49921 -4.38544 0.97 -0.97 -2.00 0.748
O 2.45626 1.10507 -5.41131 1.63 1.13 2.10 -0.311
O 4.98253 1.55282 -5.15654 -2.46 0.84 2.63 -0.275
C 5.39222 0.62382 -6.13988 1.59 0.42 -1.20 -0.280
C 6.41364 -0.43634 -5.63135 -2.32 -0.19 -0.49 -0.051
C 3.67995 0.01898 -3.23508 0.31 0.97 0.00 -0.086
H 5.99629 1.22031 -6.82356 -0.14 0.49 -0.04 0.118
H 4.53371 0.37789 -6.76485 -0.01 -0.99 0.35 0.119
H 5.78294 -1.17425 -5.13556 0.62 -0.31 0.63 0.058
H 7.20303 -0.00319 -5.01708 -0.26 -0.03 -0.02 0.084
H 6.82448 -0.95667 -6.49655 0.17 0.19 0.01 0.082
H 4.74917 0.02005 -3.02329 -0.02 -0.03 -0.13 0.055
H 3.36009 -0.93413 -3.65624 -0.01 0.40 -0.61 0.062
H 3.15047 0.12130 -2.28782 -0.25 0.53 -0.25 0.024
O -0.84436 -4.23589 2.76152 0.87 -0.89 -0.32 -0.345
S -0.02133 -5.28591 2.17678 1.20 -1.20 -1.55 0.696
O 1.28045 -4.97243 1.51342 -3.08 -0.26 1.60 -0.314
O 0.24494 -6.37807 3.35182 -1.43 2.46 -1.21 -0.278
C 1.25820 -7.34415 3.12621 0.33 -2.03 0.03 -0.256
C 0.74183 -8.64689 3.80157 0.27 0.16 -0.26 -0.036
C -1.18668 -6.27905 1.02218 0.52 0.75 1.48 -0.042
H 2.18425 -6.91300 3.50653 0.02 -0.43 -0.03 0.126
H 1.34764 -7.61345 2.07380 0.23 0.65 -0.16 0.113
H -0.18782 -8.39777 4.31322 0.31 -0.18 0.49 0.080
H 1.48536 -9.15042 4.41941 -0.17 0.40 0.35 0.085
H 0.47134 -9.41109 3.07291 0.01 0.23 -0.31 0.077
H -0.96673 -7.34354 1.10325 0.34 0.19 -0.17 0.067
H -1.22967 -5.91508 -0.00436 0.46 0.09 0.22 0.073
H -2.14181 -6.11401 1.52077 -0.01 -0.02 -0.08 0.047
O -2.74289 1.51097 2.27147 2.62 0.24 2.05 -0.450
S -3.82998 1.51035 1.29959 -5.06 -0.39 -4.44 0.808
O -3.79943 2.32752 0.05037 0.57 -2.57 4.14 -0.215
O -4.16568 -0.15232 0.93507 1.40 3.27 1.49 -0.315
C -4.56205 -0.52351 -0.40613 0.86 -0.86 -0.71 -0.267
C -6.03403 -0.67768 -0.59530 -0.14 0.18 0.20 -0.033
C -5.45838 1.74823 2.23210 0.64 0.25 -0.81 -0.032
H -4.11754 -1.51821 -0.43907 0.28 0.05 -0.54 0.111
H -4.06517 0.11461 -1.13689 -0.08 0.09 0.11 0.121
H -6.24778 -0.94082 -1.63124 0.08 0.28 -0.08 0.106
H -6.52596 0.26008 -0.33700 -0.41 -0.24 -0.10 0.085
H -6.38780 -1.53128 -0.01711 -0.29 0.30 0.29 0.089
H -6.23547 1.75338 1.46777 0.35 0.13 -0.39 0.075
H -5.48474 2.71910 2.72689 0.31 -0.16 0.14 0.085
H -5.69295 0.88072 2.84895 0.69 0.14 0.22 0.055
O 1.00222 -2.24585 -4.25500 -1.41 0.83 1.20 -0.277
S 0.03582 -1.19288 -3.99566 0.98 1.46 -3.97 0.658
O 0.46502 0.00711 -3.27713 -0.93 -1.61 0.04 -0.326
O -0.36301 -0.73566 -5.56325 0.69 -0.06 2.42 -0.265
C -1.23513 0.43654 -5.68059 0.39 -0.27 -0.55 -0.239
C -0.97267 1.10255 -7.02293 0.01 0.89 -1.08 -0.058
C -1.58260 -1.84708 -3.46787 2.04 0.74 0.51 -0.089
H -1.02281 1.19392 -4.92601 0.12 -0.29 0.29 0.088
H -2.21414 -0.00623 -5.49727 -0.43 0.66 -0.49 0.110
H 0.05215 1.44489 -7.16661 0.37 -0.48 0.63 0.077
H -1.48314 2.05617 -7.15760 -0.55 0.06 0.72 0.080
H -1.20824 0.63825 -7.98055 -0.21 -0.97 0.48 0.082
H -2.28009 -1.01852 -3.34500 -0.01 -0.14 -0.46 0.064
H -1.28204 -2.17307 -2.47213 -0.56 -0.71 0.02 0.039
H -1.77415 -2.60868 -4.22376 -0.38 0.01 0.42 0.088
O -4.89357 -1.19224 3.70437 3.11 -0.88 -0.59 -0.239
S -3.56809 -1.76007 3.42068 -2.71 -2.88 1.81 0.806
O -2.43573 -0.80239 3.33937 2.56 1.58 1.07 -0.458
O -3.12571 -2.89401 4.57880 1.62 4.02 -4.24 -0.226
C -4.09449 -3.21043 5.47788 -2.33 -2.37 2.42 -0.310
C -3.86643 -4.68649 5.72945 0.21 -1.81 1.45 -0.050
C -3.53954 -2.84122 1.95446 -0.29 1.01 -0.31 -0.044
H -5.10988 -3.07372 5.10586 0.06 0.14 -0.19 0.124
H -4.01366 -2.63182 6.39809 0.17 0.04 0.01 0.136
H -4.49837 -5.13048 6.49862 -0.64 0.56 0.02 0.095
H -2.90744 -4.96994 6.16314 0.51 0.83 -0.09 0.087
H -3.93854 -5.41894 4.92545 -0.37 0.73 -0.72 0.086
H -2.70066 -2.46538 1.36870 0.02 -0.43 -0.05 0.045
H -4.47415 -2.65480 1.42545 0.01 0.33 0.15 0.074
H -3.52026 -3.91134 2.16084 0.49 0.34 0.69 0.091
O 3.55206 2.91820 3.08672 -3.03 -0.23 -1.40 -0.248
S 2.23391 3.16598 2.47082 4.70 5.01 1.81 0.774
O 1.16362 2.22250 2.73191 -3.19 -1.28 0.97 -0.435
O 1.66891 4.60458 3.15937 -2.01 -5.17 -1.92 -0.253
C 2.54632 5.63118 3.41281 1.45 2.07 0.76 -0.313
C 2.65512 5.82071 4.89348 0.97 0.18 1.40 -0.058
C 2.50526 3.72449 0.69985 -0.49 -1.51 1.53 -0.001
H 2.11664 6.52862 2.96776 0.15 -0.04 -0.29 0.140
H 3.52549 5.41419 2.98590 0.07 0.22 -0.05 0.124
H 1.72712 5.94436 5.45171 -0.28 -0.06 -0.47 0.088
H 3.25724 6.68771 5.16524 -0.06 0.30 -0.42 0.097
H 3.21934 5.02545 5.38064 -0.15 -0.42 -0.19 0.084
H 1.62458 4.34085 0.51934 0.32 0.05 -0.51 0.093
H 2.60539 2.80434 0.12418 -0.44 0.19 -0.21 0.041
H 3.50095 4.16425 0.75739 -0.33 0.51 0.13 0.094
O 3.71260 -0.17270 4.74730 -2.32 -0.26 -1.09 -0.190
S 2.78188 -0.55044 3.70365 6.27 0.58 -0.84 0.699
O 1.35843 -0.21655 3.82046 -3.76 1.30 0.90 -0.433
O 3.21592 0.12679 2.31349 -1.22 -0.19 0.62 -0.293
C 4.61491 0.23047 1.86578 2.44 1.38 1.04 -0.210
C 4.77750 0.65263 0.43310 -1.76 -0.02 -0.74 -0.035
C 3.02661 -2.23995 3.29135 -1.59 -0.92 -0.43 -0.069
H 5.27960 -0.60899 2.06972 -0.93 -0.77 0.17 0.139
H 5.08754 1.02953 2.43694 -0.42 -0.06 0.55 0.115
H 5.76847 0.48668 0.01056 -0.07 -0.46 0.35 0.112
H 4.57786 1.70827 0.24905 -0.04 0.11 0.36 0.072
H 3.99956 0.12281 -0.11662 0.34 -0.20 -0.60 0.063
H 3.08491 -2.31128 2.20525 0.51 0.22 0.02 0.080
H 2.06312 -2.72717 3.44104 0.23 -0.37 0.61 0.064
H 3.84692 -2.73860 3.80760 -0.10 0.50 0.15 0.114
O -1.14801 4.14136 -1.36835 -0.06 -0.17 -0.57 -0.332
S -1.07435 4.22451 -2.81759 0.92 -0.07 0.87 0.620
O -1.94495 3.43088 -3.62835 0.21 -0.98 0.21 -0.272
O -1.39998 5.69068 -3.25101 4.05 0.12 -0.39 -0.219
C -2.57840 6.22872 -2.87021 -4.42 0.04 -0.07 -0.353
C -2.85903 7.58336 -3.39951 -0.24 1.94 0.15 -0.064
C 0.71256 3.99913 -3.29855 -2.19 0.46 -0.27 -0.066
H -2.85735 6.12009 -1.82212 0.81 0.11 0.31 0.125
H -3.34846 5.66335 -3.39505 -0.32 -0.55 0.20 0.122
H -3.07317 7.60645 -4.46802 0.52 -0.06 -0.02 0.093
H -2.19769 8.39634 -3.09984 0.64 -0.28 -0.30 0.086
H -3.77851 7.95908 -2.95064 -0.36 -0.45 0.12 0.088
H 0.53215 3.51855 -4.26011 0.83 -0.07 -0.03 0.064
H 1.20899 3.36540 -2.56367 -0.32 0.04 -0.20 0.039
H 1.17739 4.98047 -3.39341 -0.05 -0.16 -0.03 0.080

102
Properties=species:S:1:pos:R:3:forces:R:3:lowdin_charge:R:1 method="wB97M-V/def2-TZVPD" e_above_lowest_kj_mol=321.3 e_homo_ha=-0.3265 total_energy_ha=-1923.94241 lumo_energy_ha=0.0091 gap_ev=9.131 smiles=COCCNCCOC.COCCNCCOC.COCCNCCOC.COCCNCCOC.O.O
C -3.43174 4.89083 10.33582 1.35 0.45 0.76 -0.143
O -4.11028 4.39869 9.22589 -0.34 -0.46 -0.52 -0.177
C -3.55042 3.23627 8.58952 -0.05 0.26 0.95 -0.209
C -2.40179 3.52728 7.62425 -0.68 -0.89 -0.13 -0.199
N -1.89398 2.26429 7.05129 -0.28 1.12 -0.37 -0.050
C -1.26765 2.55026 5.75561 1.76 -0.55 0.54 -0.212
C -0.65781 1.27236 5.15006 -1.35 0.61 0.31 -0.244
O 0.10070 1.68023 4.05687 0.59 -0.02 -0.80 -0.193
C 1.28708 0.93318 3.82360 -0.54 -0.25 0.07 -0.086
H -2.88461 4.12692 10.88826 -0.09 -0.39 0.00 0.086
H -4.02221 5.43246 11.07480 -0.93 -0.41 -0.33 0.083
H -2.68456 5.64957 10.10319 0.33 0.02 -0.62 0.079
H -4.37535 2.79161 8.03287 -0.07 0.23 -0.32 0.119
H -3.32718 2.46602 9.32776 0.47 0.09 0.38 0.118
H -1.52001 4.04432 8.00269 -0.40 0.35 0.32 0.125
H -2.94741 4.10103 6.87511 0.61 0.57 -0.44 0.100
H -2.67224 1.62472 6.97798 -0.11 -0.21 -0.41 0.098
H -0.44895 3.25576 5.89742 0.46 -0.14 0.72 0.117
H -1.77535 3.13067 4.98524 -1.20 -0.54 -0.05 0.104
H -1.54171 0.69595 4.87697 -0.14 -0.51 -0.74 0.107
H -0.14162 0.59240 5.82778 0.47 0.55 0.41 0.122
H 1.05227 -0.12836 3.74538 -0.02 -0.22 -0.06 0.090
H 1.98770 1.05743 4.64931 0.19 0.14 0.04 0.089
H 1.72676 1.23335 2.87246 -0.06 0.19 0.21 0.072
C 6.41849 -1.28805 -5.29289 -0.77 0.45 -0.65 -0.098
O 5.33295 -0.77998 -4.50918 0.62 -0.52 0.27 -0.195
C 5.13566 0.60929 -4.65265 -0.02 0.66 1.70 -0.232
C 3.88841 1.03503 -3.85051 -0.32 -0.71 -1.23 -0.222
N 3.98923 0.96714 -2.40788 0.15 0.22 0.00 -0.047
C 2.71937 1.13532 -1.69652 0.25 0.17 1.67 -0.175
C 2.83230 1.50231 -0.15884 -0.10 1.57 -1.58 -0.221
O 2.71763 0.46591 0.73586 -0.25 0.25 1.24 -0.242
C 3.74026 -0.45271 0.66378 0.60 -1.43 -0.78 -0.096
H 6.47929 -2.37221 -5.19796 -0.24 0.16 0.17 0.088
H 7.41010 -0.86276 -5.13815 -0.02 0.28 0.79 0.082
H 6.19193 -1.01933 -6.32466 0.00 -0.32 -0.40 0.079
H 5.01051 0.87291 -5.70285 0.10 0.20 -0.08 0.122
H 5.94267 1.14209 -4.14968 0.70 0.17 -0.55 0.121
H 3.18267 0.33703 -4.30087 -0.95 -0.13 0.36 0.108
H 3.56334 2.03825 -4.12619 0.20 0.09 -0.18 0.119
H 4.48358 0.11765 -2.17529 -0.23 -0.17 0.34 0.099
H 2.04857 0.27617 -1.69327 -0.04 -0.35 -0.46 0.098
H 2.13261 1.97127 -2.07730 0.35 -0.01 -0.64 0.112
H 2.02447 2.18911 0.09376 -0.54 -0.18 -0.16 0.117
H 3.67815 2.15987 0.04180 0.77 -0.38 -0.12 0.124
H 3.63577 -1.01519 -0.26400 0.09 -0.24 -0.29 0.087
H 3.65365 -1.20141 1.45120 -0.01 0.37 0.23 0.102
H 4.73200 -0.00162 0.63070 0.10 0.23 0.35 0.100
C -5.16955 4.28723 4.61927 -0.84 -0.40 -0.39 -0.112
O -4.18703 3.51628 3.95631 0.77 -0.01 1.81 -0.220
C -4.74646 2.45183 3.21966 0.83 2.20 -1.65 -0.196
C -3.65975 2.04016 2.14226 -2.43 1.47 1.31 -0.202
N -4.18766 0.85503 1.49958 0.87 0.89 -0.16 -0.049
C -3.11060 0.32792 0.67494 -0.16 -2.51 0.42 -0.213
C -3.49376 -1.00848 -0.07113 0.56 0.38 0.96 -0.154
O -3.90368 -2.11202 0.77529 -1.53 1.06 -0.50 -0.197
C -3.08626 -2.44712 1.85934 1.08 0.25 -0.68 -0.119
H -5.65343 4.93237 3.88595 0.35 0.82 0.06 0.087
H -4.81781 4.77178 5.53010 0.45 0.27 -0.48 0.082
H -6.04406 3.72198 4.94151 0.10 -0.81 0.26 0.081
H -5.49832 3.02633 2.67858 -0.83 -1.00 -0.59 0.111
H -5.23541 1.71022 3.85136 0.37 -0.47 -0.01 0.124
H -2.66803 2.07551 2.59321 0.30 -0.91 0.23 0.109
H -3.64155 2.87761 1.44481 -0.07 0.03 -0.23 0.117
H -4.37715 0.28182 2.30928 -0.06 -1.04 -0.45 0.097
H -2.28364 0.10815 1.35017 0.52 -0.26 -0.12 0.097
H -2.67642 1.05968 -0.00631 -0.65 0.13 -0.21 0.097
H -2.62956 -1.33784 -0.64799 0.33 0.02 -0.05 0.101
H -4.29800 -0.82659 -0.78402 -0.22 -0.14 0.29 0.117
H -3.45138 -3.31139 2.41417 -0.36 0.01 -0.42 0.090
H -2.95532 -1.63617 2.57579 0.05 0.20 0.08 0.071
H -2.13024 -2.68505 1.39297 0.60 -0.17 0.65 0.091
C 0.48479 -2.50630 -2.85950 0.95 -0.94 0.96 -0.119
O 0.21388 -3.35024 -3.95278 -0.64 0.71 0.68 -0.171
C 0.15180 -2.49165 -5.05667 0.40 -0.44 -1.45 -0.250
C -0.10757 -3.37793 -6.27998 0.12 0.71 0.98 -0.197
N 1.14951 -3.61111 -6.98876 -1.53 -0.76 0.49 -0.059
C 0.94105 -4.53438 -8.10302 1.29 1.66 0.44 -0.210
C 2.35479 -4.94737 -8.42274 -0.93 -1.36 -3.06 -0.284
O 2.93307 -5.74212 -7.45110 0.74 -0.41 1.08 -0.174
C 4.06046 -6.47741 -7.91471 0.11 0.38 0.13 -0.094
H -0.25815 -1.72058 -2.72241 -0.04 0.06 -0.04 0.076
H 1.48690 -2.09993 -2.99632 0.07 0.64 -0.06 0.082
H 0.58942 -3.10461 -1.95441 -0.46 -0.07 0.02 0.093
H 1.13192 -2.02584 -5.15918 0.21 0.27 -0.24 0.113
H -0.55822 -1.67239 -4.94366 -0.44 -0.09 0.23 0.116
H -0.88565 -2.97537 -6.92855 0.22 0.13 -0.24 0.117
H -0.51050 -4.27071 -5.80175 -0.19 -0.48 -0.39 0.118
H 1.70734 -4.17276 -6.36149 0.39 0.27 0.57 0.101
H 0.52473 -3.90463 -8.88928 0.04 -0.39 -0.49 0.122
H 0.28411 -5.38956 -7.94429 -0.02 -0.16 0.35 0.123
H 2.97138 -4.14030 -8.81841 0.20 0.45 0.68 0.129
H 2.21216 -5.57695 -9.30103 0.23 -0.39 -0.59 0.111
H 4.81125 -5.82663 -8.36293 0.01 0.31 -0.11 0.084
H 3.80333 -7.22336 -8.66673 -0.33 -0.09 -0.04 0.086
H 4.55828 -6.97062 -7.07984 -0.38 0.03 0.14 0.088
O 0.38188 -0.67785 0.18202 -0.46 -0.62 0.22 -0.057
H -0.08848 -0.28827 -0.55502 -0.32 -0.02 -0.31 -0.035
H 1.02032 -0.01223 0.43806 0.48 -0.06 0.31 -0.013
O -0.71458 0.96141 -1.71433 0.08 0.04 -0.32 -0.042
H -0.62832 1.69296 -1.10308 0.06 0.30 0.23 0.056
H -1.55905 1.10412 -2.14179 -0.27 -0.04 -0.22 0.060